1.
ORCA calculation (the ωB97M-V functional and the def2-TZVPD basis) on a cluster of 2 separate species, C2H2NO2S in total in a non-equilibrium geometry.

Calculated values
max |F|	2.4	eV/A
spin multiplicity	1
total charge	-1
HOMO energy	-3.434	eV

Geometry (Å):
C 0.74 -1.26 0.75
C -0.42 2.78 -1.76
N -0.85 3.83 -1.59
O 0.72 -2.47 0.78
O 0.33 -0.36 -0.10
S -0.43 -0.62 -1.56
H 1.34 -0.69 1.49
H -0.25 1.69 -2.08

Results of the natural (NBO) charge analysis, in e, for atoms 1 through 2:
1 C 0.65
2 C 0.06

2.
ORCA calculation (the ωB97M-V functional and the def2-TZVPD basis) on a cluster of 2 separate species, C2H2NO3 in total in a non-equilibrium geometry.

Calculated values
max |F|	3.3	eV/A
spin multiplicity	1
total charge	-1
HOMO energy	-2.993	eV

Geometry (Å):
C -1.61 -0.37 -0.36
C 0.27 0.32 0.34
N 1.43 -0.48 -0.14
O -1.32 -1.09 -1.26
O -2.44 0.17 0.28
O 1.09 0.84 -0.74
H 0.40 1.04 1.24
H 2.19 -0.43 0.65

Results of the natural (NBO) charge analysis, in e, for atoms 1 through 2:
1 C 0.93
2 C -0.10

3.
ORCA calculation (the ωB97M-V functional and the def2-TZVPD basis) on the ion C2H2NO3 with charge -1 in a non-equilibrium geometry.

Calculated values
max |F|	2.4	eV/A
spin multiplicity	1
total charge	-1
SMILES	O=CNC(=O)[O-]
HOMO energy	-4.904	eV

Geometry (Å):
O -1.08 1.65 -1.26
C -0.22 1.07 -0.58
N -0.04 -0.26 -0.49
C 0.32 -0.95 0.85
O 0.70 -0.12 1.68
O 0.37 -2.18 0.85
H 0.27 1.65 0.20
H -0.31 -0.85 -1.25

Results of the natural (NBO) charge analysis, in e, for atoms 1 through 2:
1 O -0.68
2 C 0.52

4.
ORCA calculation (the ωB97M-V functional and the def2-TZVPD basis) on the ion C2H2NO3 with charge -1 in a non-equilibrium geometry.

Calculated values
max |F|	3.4	eV/A
spin multiplicity	1
total charge	-1
SMILES	O=C([O-])[C@H]1NO1
HOMO energy	-4.068	eV

Geometry (Å):
O -0.57 -2.05 -0.66
C 0.21 -1.30 -0.10
O 1.21 -1.56 0.54
C -0.25 0.27 -0.18
N 0.15 1.15 0.83
O 0.84 1.10 -0.39
H -1.08 0.49 -0.96
H -0.52 1.90 0.91

Results of the natural (NBO) charge analysis, in e, for atoms 1 through 2:
1 O -0.78
2 C 0.74

5.
ORCA calculation (the ωB97M-V functional and the def2-TZVPD basis) on the ion C2H2NO3 with charge -1 in a non-equilibrium geometry.

Calculated values
max |F|	6.1	eV/A
spin multiplicity	1
total charge	-1
SMILES	C=[N+]([O-])C(=O)[O-]
HOMO energy	-3.901	eV

Geometry (Å):
C 1.26 -0.10 -0.33
N -0.03 -0.56 -0.01
O -0.20 -1.78 0.23
C -1.27 0.54 0.13
O -0.96 1.69 -0.05
O -2.20 -0.08 0.56
H 2.20 -0.64 -0.33
H 1.21 0.93 -0.20

Results of the natural (NBO) charge analysis, in e, for atoms 1 through 2:
1 C -0.35
2 N 0.04

6.
ORCA calculation (the ωB97M-V functional and the def2-TZVPD basis) on the ion C2H2NO3S2 with charge -1 in a non-equilibrium geometry.

Calculated values
max |F|	3.4	eV/A
spin multiplicity	1
total charge	-1
SMILES	[O-]C(=S)O/C(O)=N\S
HOMO energy	-4.581	eV

Geometry (Å):
O -1.83 1.16 -0.07
C -1.71 -0.08 -0.02
S -2.91 -1.27 0.06
O -0.27 -0.54 -0.02
C 0.66 0.40 0.05
O 0.48 1.75 0.19
N 1.93 0.20 0.07
S 2.64 -1.35 0.00
H -0.45 1.94 -0.17
H 1.46 -2.21 -0.10

Results of the natural (NBO) charge analysis, in e, for atoms 1 through 2:
1 O -0.70
2 C 0.55

7.
ORCA calculation (the ωB97M-V functional and the def2-TZVPD basis) on the ion C2H2NO3S2 with charge -1 in a non-equilibrium geometry.

Calculated values
max |F|	3.6	eV/A
spin multiplicity	1
total charge	-1
HOMO energy	-4.026	eV

Geometry (Å):
C 0.57 1.60 -0.12
C -0.96 -0.10 -0.41
N -0.60 1.15 -0.16
O 1.10 2.67 -0.07
O -0.59 -2.62 0.95
O 1.64 0.41 -0.32
S -0.40 -1.23 1.25
S 1.73 -0.87 0.72
H -2.00 -0.23 -0.69
H -0.49 -0.79 -1.15

Results of the natural (NBO) charge analysis, in e, for atoms 1 through 2:
1 C 0.88
2 C -0.26

8.
ORCA calculation (the ωB97M-V functional and the def2-TZVPD basis) on the ion C2H2NO4P with charge -2 in a non-equilibrium geometry.

Calculated values
max |F|	5.6	eV/A
spin multiplicity	1
total charge	-2
SMILES	O=[P@]1([O-])OCN=C1[O-]
HOMO energy	0.750	eV

Geometry (Å):
O -2.29 -0.86 0.79
P -0.87 -0.89 0.28
O -0.18 -2.23 0.25
O 0.02 0.16 1.25
C 1.00 0.76 0.45
N 0.60 1.11 -0.85
C -0.50 0.12 -1.24
O -1.03 0.08 -2.35
H 1.90 0.07 0.43
H 1.35 1.68 0.99

Results of the natural (NBO) charge analysis, in e, for atoms 1 through 2:
1 O -1.19
2 P 2.22

9.
ORCA calculation (the ωB97M-V functional and the def2-TZVPD basis) on a structure of composition C2H2NdO2 in a non-equilibrium geometry.

Calculated values
max |F|	5.9	eV/A
spin multiplicity	5
total charge	+2
expectation value of S²	6.0029
HOMO energy (spin up / spin down)	-18.020 / -18.580	eV

Geometry (Å):
O 0.06 -0.43 -0.35
C -0.99 -1.16 -0.18
C -2.29 -0.58 -0.01
O -2.45 0.59 0.40
Nd 1.98 0.54 0.82
H -0.85 -2.20 0.15
H -3.11 -1.31 0.06

Results of the natural (NBO) charge analysis, in e, for atoms 1 through 2:
1 O -0.74
2 C 0.45

10.
ORCA calculation (the ωB97M-V functional and the def2-TZVPD basis) on an isolated molecule of C2H2O2 in a non-equilibrium geometry.

Calculated values
max |F|	3.0	eV/A
spin multiplicity	1
SMILES	O=CC=O
HOMO energy	-10.028	eV

Geometry (Å):
O -0.39 0.52 1.56
C 0.03 -0.29 0.75
C -0.05 0.21 -0.76
O -0.22 1.36 -0.98
H 0.46 -1.29 0.96
H 0.18 -0.51 -1.53

Results of the natural (NBO) charge analysis, in e, for atoms 1 through 2:
1 O -0.44
2 C 0.31

What did we get for electronic energy? Answer: -680.848041 -357.804647 -357.985252 -357.846426 -357.868849 -1154.325079 -1154.255261 -774.532913 -788.545608 -227.834652 a.u., in the order shown.
What did we get for energy relative to the best compared isomer or geometry (same formula, charge and spin)? Answer: 155.4 510.6 36.5 400.9 342.1 36.5 219.8 60.8 0.0 34.5 kJ/mol, in the order shown.